{"formula": "C4H11ClNP", "method": "ωB97M-V/def2-TZVPD", "total_energy_ev": -27624.35270, "relative_energy_kj_mol": 142.25, "lumo_ev": 0.65, "smiles": "[H]/N=C\\P.C=CC.Cl", "species": ["H", "N", "C", "P", "H", "H", "H", "C", "C", "C", "H", "H", "H", "H", "H", "H", "Cl", "H"], "xyz": [[1.795695, -0.857929, 3.082012], [1.603682, -0.628040, 2.055144], [0.468905, -0.459632, 1.551791], [-1.299403, -0.625531, 2.126167], [0.356503, -0.341108, 0.557712], [-1.208557, -1.169937, 3.398171], [-1.626894, -1.858542, 1.556102], [-0.988110, 1.466401, -0.546520], [0.377873, 1.621339, -0.669439], [1.150404, 0.730463, -1.597378], [-1.698760, 0.728494, -0.895563], [-1.710501, 2.228958, -0.064282], [0.877739, 2.558092, -0.345242], [2.270356, 0.631304, -1.371869], [0.640617, -0.163398, -1.813759], [1.324542, 1.096661, -2.671228], [-0.933134, -2.670313, -1.618698], [-1.400958, -2.287281, -2.733122]], "forces_ev_per_a": [[-1.3, 0.5, -1.7], [1.5, 0.0, 1.2], [-0.8, -2.1, 3.7], [-0.4, 0.9, 0.3], [0.4, 0.6, -3.3], [0.4, -0.2, 0.6], [0.3, -0.3, -0.4], [0.3, 2.6, 1.0], [-2.7, 0.6, -1.4], [2.8, 1.4, -1.4], [1.0, -0.9, -0.5], [1.9, -0.8, -0.3], [-0.5, -0.8, 0.1], [-1.7, -0.5, 0.5], [-0.3, -1.6, 0.3], [-0.8, 0.5, 1.3], [0.1, -0.1, 0.4], [-0.2, 0.1, -0.3]]}